12
Properties=species:S:1:pos:R:3:nbo_charge:R:1 method="wB97M-V/def2-TZVPD" multiplicity=1 homo_energy_ha=-0.36226 orbital_gap_ev=9.947 de_lowest_kj_mol=191.1
C 0.06 0.29 -2.55 -0.685
C -0.16 0.60 -1.07 0.343
F 0.28 1.74 -0.68 -0.304
C -0.32 -0.36 -0.10 0.169
F -0.65 -1.59 -0.47 -0.303
C 0.07 -0.40 1.44 0.732
O -0.43 -1.14 2.26 -0.516
O 0.97 0.60 1.69 -0.656
H -0.23 1.33 -2.98 0.241
H 1.24 0.27 -2.76 0.240
H -0.44 -0.64 -2.69 0.255
H 0.67 1.14 0.88 0.485